Computed, not measured: a 2-piece molecular cluster, C4H14NS2 overall, with ωB97M-V/def2-TZVPD.

Results
LUMO level (eV): -2.9
Strongest force on any atom (eV/A): 0.42
E_HOMO (eV): -12.1
M (g mol⁻¹): 140.30
Charge: +1
Kohn-Sham gap (eV): 9.148
Relative energy (zero: lowest compared OMol25 entry of this formula, charge and spin) (kcal per mole): 7.3
Spin multiplicity: 1

```
21
Properties=species:S:1:pos:R:3:nbo_charge:R:1
C -0.55094 1.70424 0.96892 -0.417
N 0.37785 1.40081 -0.15408 -0.524
C 1.32061 2.51302 -0.45893 -0.419
H -1.21255 0.86500 1.11752 0.237
H 0.03740 1.89104 1.85777 0.230
H -1.12398 2.59225 0.72056 0.232
H -0.17592 1.12380 -0.96871 0.444
H 0.87620 0.51916 0.07704 0.452
H 0.75127 3.42595 -0.58187 0.232
H 1.86927 2.28194 -1.36840 0.238
H 2.00948 2.61785 0.37094 0.232
C -0.53407 -2.05997 2.02465 -0.728
S 0.51520 -1.82514 0.54389 0.047
S -0.99358 -1.42162 -0.85162 0.043
C -0.32240 -2.21099 -2.33046 -0.735
H -1.58153 -2.00138 1.74878 0.245
H -0.31794 -3.04020 2.42915 0.248
H -0.28398 -1.29982 2.75669 0.225
H -0.35865 -3.28773 -2.21404 0.242
H -0.98840 -1.90687 -3.13380 0.247
H 0.68667 -1.88135 -2.55401 0.227
```

---

Computed, not measured: a 2-piece molecular cluster, C4H14NS2 overall at a distorted geometry, with ωB97M-V/def2-TZVPD.

Results
LUMO level (eV): -3.4
Strongest force on any atom (eV/A): 1.23
E_HOMO (eV): -12.2
M (g mol⁻¹): 140.30
Charge: +1
Kohn-Sham gap (eV): 8.880
Relative energy (zero: lowest compared OMol25 entry of this formula, charge and spin) (kcal per mole): 14.0
Spin multiplicity: 1

```
21
Properties=species:S:1:pos:R:3:nbo_charge:R:1
C -0.65691 -1.96215 -0.00090 -0.744
S -1.58478 -0.36365 -0.04902 0.064
S -1.11778 0.60549 1.66158 0.134
C -0.36986 2.13197 0.98988 -0.732
H 0.35907 -1.77963 0.34510 0.211
H -1.14532 -2.75402 0.56824 0.260
H -0.55013 -2.30349 -1.03919 0.211
H -1.14435 2.68311 0.41162 0.238
H -0.17113 2.63892 1.93673 0.253
H 0.51583 1.91383 0.36359 0.189
C 2.76110 0.07182 -0.30139 -0.638
C 2.20413 -0.69526 -1.52327 -0.223
N 0.91873 -0.04744 -1.93649 -0.716
H 3.59855 -0.48432 0.14160 0.265
H 3.09417 1.06836 -0.63532 0.226
H 1.94869 0.24385 0.41872 0.218
H 2.86961 -0.65921 -2.38439 0.231
H 1.96085 -1.75570 -1.32812 0.226
H 0.28856 -0.03251 -1.13415 0.445
H 0.43147 -0.52893 -2.70203 0.444
H 1.12314 0.93401 -2.19386 0.437
```